Here is a single C3H11N5 molecule at a distorted geometry from OMol25. Energies are from the ωB97M-V functional and the def2-TZVPD basis.

Energy above the lowest of the compared OMol25 structures with the same formula, charge and spin in eV: 0.8122
Highest occupied orbital energy in eV: -8.30
Lowest unoccupied orbital energy in Ha: 0.0379

```
! wB97M-V def2-TZVPD RIJCOSX def2/J DEFGRID3
* xyz 0 1
C -1.02 0.24 -0.08
C 1.32 -1.15 -0.15
C 1.17 1.21 0.21
N 1.78 -0.02 0.68
N -0.25 1.23 0.55
N -0.11 -1.30 -0.11
N -1.10 0.41 -1.49
N -2.28 0.10 0.54
H -0.34 1.16 1.56
H 2.79 0.05 0.66
H -0.36 -1.81 0.73
H -2.04 0.69 -1.76
H -0.83 -0.53 -1.85
H -2.82 -0.67 0.16
H -2.24 0.04 1.55
H 1.61 -0.98 -1.21
H 1.83 -2.06 0.20
H 1.23 1.33 -0.89
H 1.65 2.07 0.69
*
```

=====

Here is a single C2H2N2O molecule from OMol25. Energies are from the ωB97M-V functional and the def2-TZVPD basis.

Energy above the lowest of the compared OMol25 structures with the same formula, charge and spin in eV: 3.4033
Highest occupied orbital energy in eV: -10.09
Lowest unoccupied orbital energy in Ha: 0.0220

```
! wB97M-V def2-TZVPD RIJCOSX def2/J DEFGRID3
* xyz 0 1
O -0.18 -0.69 1.93
C -0.63 -0.24 0.91
N -0.14 -0.63 -0.38
N -0.31 0.57 -1.43
C 0.79 0.24 -0.95
H -1.48 0.46 0.86
H 1.85 0.44 -0.94
*
```

=====

Here is a single C4H6N2O3 molecule at a distorted geometry from OMol25. Energies are from the ωB97M-V functional and the def2-TZVPD basis.

Energy above the lowest of the compared OMol25 structures with the same formula, charge and spin in eV: 2.1759
Highest occupied orbital energy in eV: -10.32
Lowest unoccupied orbital energy in Ha: 0.0109

```
! wB97M-V def2-TZVPD RIJCOSX def2/J DEFGRID3
* xyz 0 1
C -0.10 -0.93 2.02
C 0.69 0.86 -1.33
C 0.62 -0.55 0.80
C -0.04 0.56 -0.02
N -0.58 -1.21 3.02
N -1.53 0.34 -0.31
O 0.04 0.66 -2.44
O 1.81 1.36 -1.30
O 0.90 -1.45 -0.28
H 1.59 -0.16 1.25
H -0.08 1.49 0.66
H -1.87 -0.39 0.39
H -0.85 0.30 -2.20
H -2.09 1.19 -0.14
H 1.51 -2.08 -0.13
*
```

=====

Here is 2 unconnected molecules or ions with the total composition C3H8N2O at a distorted geometry from OMol25. Energies are from the ωB97M-V functional and the def2-TZVPD basis.

Energy above the lowest of the compared OMol25 structures with the same formula, charge and spin in eV: 2.9783
Highest occupied orbital energy in eV: -9.35
Lowest unoccupied orbital energy in Ha: 0.0389

```
! wB97M-V def2-TZVPD RIJCOSX def2/J DEFGRID3
* xyz 0 1
C -0.30 0.42 2.19
C 0.47 1.30 1.51
O 0.41 1.33 0.14
H -0.19 0.36 3.28
H -0.52 -0.55 1.75
H 0.62 2.24 2.08
H -0.45 0.94 -0.13
N 0.90 -1.03 -1.03
C -0.18 -1.01 -1.88
N -1.12 -0.14 -1.67
H 1.09 -0.19 -0.48
H 0.97 -1.95 -0.61
H -0.16 -1.84 -2.58
H -1.53 0.12 -2.57
*
```

=====

Here is 9 unconnected molecules or ions with the total composition C4H27NO10 at a distorted geometry from OMol25. Energies are from the ωB97M-V functional and the def2-TZVPD basis.

Energy above the lowest of the compared OMol25 structures with the same formula, charge and spin in eV: 2.9209
Highest occupied orbital energy in eV: -10.13
Lowest unoccupied orbital energy in Ha: 0.0026

```
! wB97M-V def2-TZVPD RIJCOSX def2/J DEFGRID3
* xyz 0 1
C -2.88 -1.74 -1.59
O -3.49 -0.59 -2.15
C -1.47 -1.56 -0.99
C -0.39 -1.07 -1.96
C 1.03 -1.49 -1.68
O 1.35 -1.33 -0.29
N -1.10 -2.82 -0.34
H -3.51 -2.19 -0.81
H -2.77 -2.44 -2.47
H -2.79 -0.09 -2.57
H -1.55 -0.75 -0.29
H -0.32 0.04 -1.89
H -0.64 -1.21 -3.05
H 1.85 -0.84 -2.08
H 1.36 -2.55 -1.97
H 0.62 -1.64 0.29
H -0.89 -3.51 -1.06
H -1.79 -3.20 0.30
H -1.44 2.15 3.22
H -1.00 2.99 2.07
O -1.63 2.99 2.78
H -2.11 2.91 -1.25
H -1.35 2.67 0.03
O -1.31 2.46 -0.92
H 1.57 2.57 -1.90
H 1.35 3.94 -1.36
O 2.02 3.26 -1.40
H 0.46 0.62 2.82
H -0.38 1.27 1.58
O -0.31 0.59 2.25
H 1.14 -3.29 2.44
H 1.70 -3.28 0.98
O 1.78 -3.71 1.84
H 1.49 0.86 -1.15
H 0.75 0.40 0.09
O 1.27 1.16 -0.26
H 1.06 2.77 0.65
H 2.01 3.61 1.57
O 1.16 3.15 1.56
H 2.75 -0.98 0.95
H 3.22 -1.90 1.97
O 2.84 -1.00 1.91
*
```

=====

Here is a single C6H13NO molecule at a distorted geometry from OMol25. Energies are from the ωB97M-V functional and the def2-TZVPD basis.

Energy above the lowest of the compared OMol25 structures with the same formula, charge and spin in eV: 1.7634
Highest occupied orbital energy in eV: -7.93
Lowest unoccupied orbital energy in Ha: 0.0310

```
! wB97M-V def2-TZVPD RIJCOSX def2/J DEFGRID3
* xyz 0 1
C -0.80 -0.19 -0.04
C -1.90 -0.11 -1.09
C -0.88 -1.47 0.78
C -0.75 1.03 0.82
N 0.59 -0.30 -0.94
C 1.77 0.11 -0.42
C 2.02 1.38 0.00
O 2.63 -0.92 -0.10
H 3.47 -0.56 0.20
H 0.67 -1.26 -1.25
H -1.79 0.79 -1.68
H -1.80 -1.48 1.37
H -1.41 0.95 1.68
H -1.85 -0.97 -1.76
H -2.88 -0.09 -0.61
H -0.04 -1.55 1.46
H -0.89 -2.35 0.13
H -0.95 1.95 0.27
H 0.34 1.19 1.17
H 2.96 1.64 0.46
H 1.48 2.20 -0.45
*
```